# C28H42BrHgN3P2

C28H42BrHgN3P2 as an isolated structure at a distorted geometry (ωB97M-V/def2-TZVPD, the OMol25 dataset).

The net charge is +2. For the total energy, the calculation gives -126962.56461 eV. The energy above the lowest of the compared OMol25 structures with the same formula, charge and spin comes out at 0.0 kJ/mol.

Geometry (Å):
C1 -1.64323 -2.04646 -7.43990
C2 -2.08586 -1.10391 -6.48638
C3 -3.16564 -0.27189 -6.83270
C4 -3.73551 -0.40065 -8.10339
N1 -3.29932 -1.29387 -8.98808
C5 -2.28239 -2.09479 -8.68380
C6 -1.40956 -0.94881 -5.22333
C7 -0.73615 -0.82945 -4.20945
C8 0.14205 -0.53623 -3.13918
C9 0.47655 -1.56538 -2.24959
C10 1.14297 -1.23566 -1.07202
C11 1.46664 0.09979 -0.86050
C12 1.33308 1.11054 -1.80078
C13 0.63048 0.76856 -2.96387
Hg1 1.34436 0.44250 1.25191
P1 0.03766 -1.18831 2.62050
H1 -3.53001 0.48824 -6.14023
H2 -0.79500 -2.70125 -7.23656
H3 -4.56345 0.24864 -8.40373
H4 -1.94448 -2.80351 -9.44783
H5 0.40122 1.48763 -3.74692
H6 0.16334 -2.58430 -2.47465
H7 1.66938 2.14332 -1.66041
H8 1.32705 -2.03841 -0.34844
C14 0.50795 -0.98751 4.37459
C15 -0.60134 -1.00379 5.41595
H9 1.03577 -0.02431 4.40944
H10 1.26256 -1.75098 4.61469
H11 -0.18324 -0.78828 6.40490
H12 -1.36587 -0.24920 5.22038
H13 -1.10975 -1.96825 5.48512
C16 -1.71663 -0.74080 2.28755
C17 -2.57285 -1.74476 1.51069
H14 -1.63327 0.16008 1.66380
H15 -2.21390 -0.42600 3.22258
H16 -3.49020 -1.24260 1.16316
H17 -2.04499 -2.11938 0.62056
H18 -2.89047 -2.60827 2.11515
C18 0.25369 -2.96440 2.22889
C19 -0.40078 -3.89785 3.25506
H19 1.33589 -3.16190 2.17841
H20 -0.13427 -3.16593 1.21720
H21 -0.31395 -4.93866 2.91403
H22 0.08733 -3.82510 4.23725
H23 -1.47393 -3.69690 3.38484
Br1 3.76301 1.47656 1.72817
P2 -0.35180 4.11414 1.39143
C20 -1.08375 2.71490 2.35018
C21 -1.87794 3.26545 3.53650
H24 -0.26056 2.04561 2.66643
H25 -1.73799 2.13825 1.68003
H26 -2.60549 2.53389 3.91410
H27 -1.19659 3.53543 4.35385
H28 -2.43264 4.16235 3.23148
C22 1.45798 3.89498 1.50856
C23 2.24094 5.20012 1.62671
H29 1.80274 3.24867 0.68643
H30 1.57310 3.31582 2.43041
H31 3.22913 4.98151 2.04994
H32 2.39949 5.67932 0.65323
H33 1.70798 5.89084 2.29226
C24 -0.63907 3.55632 -0.33022
C25 -1.82368 4.33948 -0.89215
H34 -0.79081 2.46742 -0.34053
H35 0.27780 3.76901 -0.89245
H36 -1.83760 4.29346 -1.98712
H37 -2.76854 3.94070 -0.50621
H38 -1.75113 5.39305 -0.59321
N2 4.01607 -2.59369 1.61365
C26 4.93705 -3.53597 1.30036
C27 4.85617 -3.72447 -0.07822
C28 3.86359 -2.82358 -0.51427
N3 3.30625 -2.19302 0.53724
H39 3.87850 -2.10444 2.49584
H40 5.55958 -4.00306 2.03574
H41 5.42977 -4.38455 -0.70039
H42 3.57646 -2.59606 -1.53270

Atomic partial charges in e from the Mulliken method, atoms 1 to 8: atom 1 (C): -0.4311, atom 2 (C): 0.6378, atom 3 (C): -0.4367, atom 4 (C): -0.3215, atom 5 (N): -0.5443, atom 6 (C): -0.3117, atom 7 (C): 0.1251, atom 8 (C): -0.8377

# C22H46AlClF2ILiMgNO12P

C22H46AlClF2ILiMgNO12P as an isolated structure at a distorted geometry (ωB97M-V/def2-TZVPD, the OMol25 dataset).

For the total energy, the calculation gives -97197.16123 eV.

Geometry (Å):
C1 2.93552 -5.13630 2.51190
C2 2.20564 -3.73535 2.40325
O1 3.23413 -2.72229 2.21988
C3 3.07710 -1.62285 3.16860
C4 1.70318 -0.91201 2.99906
C5 1.36003 -0.40604 1.56297
F1 1.05575 -1.42312 0.66947
C6 4.27165 -0.69008 2.80506
I1 6.01964 -2.01891 2.80125
C7 4.55095 0.41733 3.88380
C8 4.45879 1.86503 3.25511
H1 2.56544 -5.84588 1.72420
H2 2.79092 -5.54090 3.55074
H3 4.02191 -4.91486 2.35187
H4 1.55911 -3.59707 3.30955
H5 1.62435 -3.76974 1.45935
H6 1.69998 -0.00102 3.68357
H7 0.87305 -1.58262 3.33001
H8 0.42019 0.20640 1.64748
H9 2.11930 0.28518 1.12731
H10 4.08364 -0.27451 1.76940
H11 5.60726 0.31448 4.21571
H12 3.94025 0.31912 4.81369
H13 5.33344 2.05979 2.59005
H14 4.43390 2.63897 4.04992
H15 3.51628 1.92579 2.66018
Al1 4.57719 -0.29236 -0.08526
O2 3.70268 0.31915 6.86029
H16 4.07413 0.22124 7.73391
C9 4.69393 2.29863 9.39005
O3 3.63724 2.88330 9.17954
O4 5.14522 1.32288 8.70243
O5 5.50342 2.55447 10.30806
O6 0.60097 -6.75172 -0.03252
C10 -0.06031 -6.08301 -0.77377
O7 -0.54698 -6.62480 -1.91094
C11 -1.48595 -5.97497 -2.76085
C12 -0.79214 -5.05195 -3.74206
C13 -0.27812 -4.61954 -0.50302
H17 -2.25509 -5.46387 -2.17572
H18 -1.99376 -6.76903 -3.31018
H19 -0.25700 -4.25089 -3.22965
H20 -1.51599 -4.60242 -4.42567
H21 -0.05332 -5.60404 -4.32417
H22 0.58410 -4.05947 -0.87048
H23 -0.36700 -4.48048 0.57558
H24 -1.19127 -4.21805 -0.94274
Li1 0.30224 0.71399 4.32109
O8 -0.27955 4.19094 -2.92100
P1 -0.40979 2.73918 -3.29962
O9 -0.04212 2.81767 -4.89781
C14 1.32242 2.98598 -5.26928
C15 2.13893 1.72863 -5.01943
O10 -2.05117 2.66663 -3.40962
C16 -2.87142 3.62594 -2.73693
C17 -3.22473 4.78137 -3.65058
O11 -0.41520 1.05113 -3.38220
C18 -0.12206 0.36849 -2.15559
C19 -1.14559 0.66365 -1.07325
H25 1.75247 3.83729 -4.73264
H26 1.33715 3.22801 -6.33185
H27 2.23405 1.52913 -3.94751
H28 3.14159 1.83623 -5.43689
H29 1.65958 0.85967 -5.47118
H30 -2.38810 3.97545 -1.82228
H31 -3.78698 3.11415 -2.43116
H32 -2.35638 5.16260 -4.18945
H33 -3.67091 5.59761 -3.08427
H34 -3.94258 4.46157 -4.40866
H35 0.88342 0.64962 -1.82005
H36 -0.11197 -0.69946 -2.37486
H37 -1.11549 1.71838 -0.77465
H38 -0.95076 0.05569 -0.18784
H39 -2.15516 0.45519 -1.42834
Mg1 3.38158 -3.40988 4.62853
Cl1 2.59688 -6.22250 -1.00200
F2 0.60273 -5.38984 3.75579
C20 -8.25166 5.37487 -2.38766
C21 -6.87321 4.92850 -1.96970
O12 -5.87424 5.58213 -2.22429
N1 -6.77153 3.75410 -1.28782
C22 -7.83856 2.85176 -0.89993
H40 -8.17922 6.32050 -2.91860
H41 -8.69982 4.63571 -3.05386
H42 -8.88287 5.51710 -1.50882
H43 -5.82417 3.51459 -1.03884
H44 -7.83629 2.75025 0.18699
H45 -7.65392 1.87425 -1.34922
H46 -8.81093 3.21209 -1.22092

Atomic partial charges in e from the Mulliken method, atoms 1 to 8: atom 1 (C): -0.9302, atom 2 (C): -0.2742, atom 3 (O): -0.2372, atom 4 (C): -0.3755, atom 5 (C): -1.0310, atom 6 (C): 0.3750, atom 7 (F): -0.1809, atom 8 (C): 0.1259

# C14H17N2O8P

A 3-piece molecular cluster, C14H17N2O8P overall at a distorted geometry (ωB97M-V/def2-TZVPD, the OMol25 dataset).

For the total energy, the calculation gives -43439.73347 eV. As for the structure (SMILES): CC(=O)OC(=O)CO[P@](=O)(O)OO.c1ccncc1.c1ccncc1.

Geometry (Å):
C1 -1.18273 -0.80521 0.82315
C2 -2.50741 0.05137 0.49299
O1 -3.02396 -0.08696 -0.63904
O2 -3.13179 0.92317 1.46471
C3 -3.89655 1.88765 0.74416
O3 -3.30093 2.83516 0.17061
C4 -5.50090 1.91058 0.64944
O4 -6.17043 0.98402 1.53041
P1 -6.68481 -0.44694 0.79878
O5 -5.80809 -1.66045 1.18219
O6 -6.93949 -0.37589 -0.87356
O7 -8.24860 -0.77948 1.48869
O8 -8.49269 -2.12799 1.46106
H1 -1.50853 -1.71477 1.43136
H2 -0.71672 -1.14317 -0.15938
H3 -0.42418 -0.20689 1.43319
H4 -5.80588 2.96944 0.99792
H5 -5.77655 1.85507 -0.45203
H6 -7.33261 0.48823 -1.14779
H7 -8.28571 -2.44581 0.54987
C5 2.64065 1.27785 -3.28182
C6 3.22548 0.18294 -2.66222
C7 2.70106 -0.24377 -1.45270
N1 1.65884 0.34458 -0.84082
C8 1.11285 1.40339 -1.46180
C9 1.56163 1.90330 -2.67314
H8 3.02204 1.64080 -4.23017
H9 4.06939 -0.32821 -3.10846
H10 3.12169 -1.09649 -0.93160
H11 0.27442 1.86069 -0.94527
H12 1.08089 2.75978 -3.12905
C10 7.31443 -0.77275 1.83335
C11 6.08575 -0.15395 2.01201
C12 5.03185 -0.54330 1.20129
N2 5.13012 -1.48375 0.24800
C13 6.33052 -2.06533 0.09484
C14 7.44377 -1.74951 0.85648
H13 8.16331 -0.49638 2.44925
H14 5.94932 0.61306 2.76404
H15 4.05040 -0.09097 1.30468
H16 6.38238 -2.81981 -0.68374
H17 8.38772 -2.25333 0.69011

Atomic partial charges in e from the Mulliken method, atoms 1 to 8: atom 1 (C): -0.9188, atom 2 (C): 0.6722, atom 3 (O): -0.5121, atom 4 (O): -0.3083, atom 5 (C): 0.6165, atom 6 (O): -0.5329, atom 7 (C): -0.2462, atom 8 (O): -0.2751